77
Properties=species:S:1:pos:R:3:forces:R:3:lowdin_charge:R:1 method="wB97M-V/def2-TZVPD" gap_ev=8.63 mol_weight_da=545.73 energy_ha=-2600.76230 max_force_ev_per_a=6.6 charge=+1 e_lumo_ev=-2.813
C 5.5479 -2.8987 0.2015 0.090 0.150 -1.019 -0.12
C 6.0369 -1.7477 -0.8450 0.941 -1.063 1.064 -0.23
C 5.7556 -0.2584 -0.3434 0.128 -0.133 0.032 -0.16
C 4.3636 0.3950 -0.8602 2.463 1.470 -1.102 -0.29
C 4.3721 0.3283 -2.4544 -0.421 0.868 -0.181 -0.06
N 3.1524 -0.0997 -0.1621 -3.835 -1.986 3.671 0.04
C 3.1757 -0.2997 1.3118 -4.978 -1.474 -0.058 0.05
C 1.7818 -0.7801 1.7005 1.579 1.147 -2.724 -0.32
P 0.9370 -1.3109 3.2935 0.038 -0.049 1.926 0.90
C 0.4723 -3.1475 2.9458 0.377 0.753 -1.565 -0.28
O -0.5932 -0.4978 3.4912 1.328 -1.621 -2.461 -0.36
N 0.9566 -0.8184 0.4952 6.384 1.618 0.241 0.12
C 1.8205 -0.4162 -0.5619 -0.459 0.060 -0.711 -0.14
C 1.2458 -0.3361 -2.0479 -0.676 -1.675 0.560 -0.05
C -0.0605 -1.3008 -2.0950 -2.432 -1.560 0.099 -0.15
C -1.4902 -0.6913 -2.1533 0.465 -3.612 0.274 -0.02
C -2.7428 -1.6264 -2.1472 3.168 -1.225 0.013 -0.05
C -2.5909 -3.1910 -2.1116 3.714 2.541 0.160 -0.05
C -1.1451 -3.7723 -2.0426 -0.661 3.426 -0.201 -0.03
C 0.1198 -2.8396 -2.0317 -2.803 0.501 -0.211 -0.17
C 1.5403 -3.5854 -1.9267 -0.584 0.141 0.865 -0.08
H 4.4877 -3.1883 -0.1322 1.391 0.267 1.011 0.05
H 6.2263 -3.8245 0.0693 -1.198 1.481 0.300 0.09
H 5.5989 -2.5480 1.2929 -0.199 -0.548 -1.647 0.07
H 5.6003 -2.0312 -1.8577 0.585 0.754 1.268 0.10
H 7.1834 -1.8977 -0.9280 -1.878 0.527 0.003 0.12
H 5.8633 -0.2129 0.8085 -0.287 -0.115 -1.866 0.11
H 6.6037 0.4233 -0.7406 -1.635 -0.956 0.522 0.13
H 4.4567 1.5205 -0.5928 -0.428 -1.830 -0.382 0.17
H 3.5699 1.0595 -2.8452 1.170 -1.356 0.404 0.10
H 4.2512 -0.7156 -2.9029 0.030 1.493 0.770 0.08
H 5.3782 0.7514 -2.8329 -1.574 -0.744 0.842 0.11
H 4.0166 -0.1469 2.0551 -1.104 -0.139 -1.587 0.13
H -0.4214 -3.1741 2.2256 1.041 -0.325 1.181 0.04
H 0.3063 -3.7023 3.9259 0.152 0.853 -1.459 0.05
H 1.3784 -3.5511 2.3442 -1.453 0.402 1.219 0.05
H -1.1821 -0.7826 2.7414 0.352 0.508 1.134 0.04
H -0.0289 -1.0886 0.5562 0.610 0.199 -1.112 0.15
H 0.9929 0.7461 -2.3126 0.384 -1.528 0.213 0.12
H 1.9842 -0.8235 -2.7795 -0.935 1.190 1.172 0.11
H -1.5859 0.4554 -2.1962 -0.046 -2.074 -0.024 0.10
H -3.7673 -1.1264 -2.1852 1.618 -0.922 0.041 0.09
H -3.4788 -3.9080 -2.1250 1.382 1.343 0.016 0.09
H -0.9911 -4.9147 -2.0143 -0.257 2.105 -0.042 0.11
H 1.8055 -4.2052 -2.8498 -0.454 1.109 1.154 0.09
H 2.3980 -2.8653 -1.6594 -1.301 -1.051 -0.596 0.05
H 1.4670 -4.3312 -1.0446 0.135 1.175 -1.413 0.09
C -1.7124 4.1084 0.2580 -0.138 -0.001 -0.127 -0.22
C -0.9616 2.9592 0.9318 -0.051 0.084 0.324 -0.20
C -0.0480 2.3307 -0.1209 -0.074 -0.469 0.427 -0.24
S 0.3445 3.6293 -1.2850 -0.053 0.711 0.183 0.66
O -0.2372 3.2891 -2.5646 0.416 -0.231 0.060 -0.32
O 1.7381 3.9905 -1.1427 -0.086 -0.393 -0.388 -0.33
C -0.6605 4.8886 -0.5215 -0.276 0.255 0.243 -0.22
H -2.2230 4.7410 0.9864 0.022 -0.097 -0.090 0.12
H -2.4645 3.7062 -0.4267 0.076 0.076 0.109 0.10
H -0.3579 3.3518 1.7568 -0.023 -0.039 -0.087 0.13
H -1.6470 2.2196 1.3511 0.081 0.078 -0.074 0.09
H 0.8750 1.9518 0.3212 0.023 0.102 -0.161 0.09
H -0.5556 1.5319 -0.6652 0.013 0.150 -0.005 0.06
H -1.0861 5.5389 -1.2855 0.177 -0.099 -0.065 0.12
H -0.0200 5.4654 0.1496 0.050 -0.063 -0.138 0.11
C -6.7751 0.6788 1.3322 -0.007 -0.172 -0.060 -0.22
C -6.0490 0.3833 2.6461 -0.204 -0.101 0.145 -0.21
C -4.6247 0.9261 2.5153 0.098 -0.416 0.441 -0.23
S -4.7133 2.2889 1.3586 -0.535 0.285 0.275 0.67
O -3.9655 1.9344 0.1715 0.133 0.097 0.115 -0.34
O -4.4934 3.5297 2.0662 0.375 -0.225 -0.425 -0.31
C -6.4530 2.1297 0.9992 -0.438 -0.125 -0.156 -0.22
H -7.8512 0.5167 1.4183 0.111 0.025 -0.036 0.12
H -6.3953 0.0201 0.5441 -0.067 0.073 0.021 0.12
H -6.5627 0.8914 3.4684 0.066 -0.043 -0.084 0.12
H -6.0442 -0.6851 2.8737 0.015 0.121 0.008 0.12
H -4.2420 1.2872 3.4708 0.102 0.078 -0.200 0.11
H -3.9470 0.1761 2.1025 -0.031 0.138 -0.071 0.10
H -6.6423 2.3835 -0.0437 0.162 0.104 0.078 0.11
H -6.9934 2.8138 1.6573 0.135 0.006 -0.055 0.11

77
Properties=species:S:1:pos:R:3:forces:R:3:lowdin_charge:R:1 method="wB97M-V/def2-TZVPD" gap_ev=8.69 mol_weight_da=498.62 energy_ha=-1688.47829 max_force_ev_per_a=11.8 e_lumo_ev=-0.399
C 3.8579 3.9235 4.8633 1.705 -2.607 -1.717 -0.01
C 4.5230 2.8452 4.0791 -1.444 2.356 0.489 -0.06
C 3.8713 2.4007 2.6167 -4.333 -0.119 -0.176 -0.25
O 2.5838 1.9789 2.6686 8.342 2.449 -0.760 -0.05
O 4.6534 2.5186 1.3552 -2.485 -1.911 3.181 -0.11
C 4.1521 1.4669 0.4095 -0.328 0.158 -1.075 -0.19
C 5.1867 1.3174 -0.8533 -0.100 0.673 -0.583 -0.17
C 4.7254 0.1731 -1.9336 0.249 0.049 -0.015 -0.21
C 4.2843 -1.2423 -1.2107 0.183 -0.713 -1.313 -0.20
C 2.7318 -1.6415 -1.5937 0.477 0.008 -0.751 -0.19
C 1.6299 -0.4605 -1.2729 -0.053 -0.979 1.792 -0.12
C 0.0896 -1.1202 -1.2604 1.877 1.494 -0.854 -0.38
C -0.0552 -1.9006 -2.6877 0.298 0.321 -0.413 -0.09
C -1.5362 -1.8852 -3.3764 -0.407 -1.862 -0.686 -0.22
O -1.5793 -1.1933 -4.7079 -1.098 0.367 2.329 -0.13
C -0.9243 0.1406 -1.0268 -0.547 0.732 0.483 -0.01
C -0.9641 1.2596 -2.2144 2.862 0.161 -5.796 -0.20
O -0.3261 1.2341 -3.3842 -4.070 -0.100 7.968 0.04
O -1.8672 2.4366 -1.9884 3.110 -0.112 1.146 -0.05
C -1.0885 3.6232 -1.6018 3.146 4.680 -3.542 -0.27
C -0.9225 4.0246 0.0111 -1.670 -0.437 -0.275 -0.01
O -0.5310 4.4316 -2.5113 -3.878 -5.663 5.701 0.01
O 0.0944 -2.0011 -0.0654 -2.250 0.653 -1.705 -0.13
C -1.2011 -2.6372 0.1699 -0.449 -2.317 1.523 -0.27
C -2.1198 -1.9631 1.3516 -1.117 0.667 -1.199 -0.13
C -3.6826 -1.9138 0.7582 0.009 -0.748 0.163 -0.22
C -4.7119 -1.0545 1.7013 0.346 0.104 -0.737 -0.21
C -4.4019 0.5622 1.5651 -0.236 -0.175 0.494 -0.22
C -4.9985 1.2379 0.1804 -0.014 -0.054 0.274 -0.25
C -4.9367 2.8893 0.1822 0.420 -0.049 0.090 -0.14
C -0.8555 -4.1854 0.7033 0.674 0.640 0.081 -0.08
N -0.0427 -4.0819 2.0000 -5.000 0.809 -0.377 -0.15
O 1.2361 -4.4532 1.8173 4.755 1.834 3.245 -0.11
C 1.9991 -3.5158 2.7053 4.022 7.266 -0.733 -0.10
N 2.6678 -2.4368 3.0508 -5.933 -9.892 -2.665 0.11
H 3.5934 3.7240 6.0065 1.594 1.037 -2.443 0.08
H 3.6495 4.9507 4.3254 -0.739 -2.606 1.077 0.08
H 5.5058 2.3112 4.4544 -2.808 0.353 -0.519 0.12
H 3.1308 1.8793 -0.0388 2.045 -1.224 1.105 0.14
H 4.0144 0.5032 1.0595 0.094 1.763 -1.630 0.12
H 6.3021 1.1064 -0.5489 -2.305 0.442 -0.239 0.12
H 5.1565 2.3563 -1.4411 0.243 -2.173 1.420 0.13
H 3.8672 0.6041 -2.6336 1.677 -1.026 1.639 0.11
H 5.6418 -0.0433 -2.6674 -1.967 0.581 1.709 0.12
H 4.5167 -1.2957 -0.0640 -0.632 0.337 -2.189 0.11
H 4.9641 -2.0831 -1.7164 -1.504 1.690 1.230 0.11
H 2.4656 -2.6807 -1.0786 0.354 2.428 -0.951 0.13
H 2.7317 -1.8305 -2.7725 0.021 0.349 2.542 0.12
H 1.8235 -0.1116 -0.1562 -0.444 -0.658 -2.183 0.12
H 1.7155 0.4887 -1.9489 -0.281 -2.078 0.996 0.12
H 0.6843 -1.3830 -3.4694 -1.823 -0.990 1.758 0.14
H 0.3836 -2.9959 -2.5313 -1.255 2.281 -0.307 0.14
H -2.4123 -1.5171 -2.6939 1.817 -0.462 -1.113 0.11
H -1.7922 -3.0226 -3.6364 0.445 2.391 0.658 0.13
H -2.2868 -0.4858 -4.6379 1.468 -1.220 -0.139 0.10
H -2.0551 -0.1721 -0.8160 2.399 0.670 -0.519 0.11
H -0.5490 0.6953 -0.0389 -0.833 -1.056 -2.135 0.16
H -1.3526 5.1247 0.1843 1.195 -2.408 -0.731 0.11
H -1.6511 3.3207 0.6408 1.903 1.355 -1.322 0.08
H 0.1953 3.9605 0.3551 -2.254 0.019 -0.837 0.10
H -1.8825 -2.7806 -0.7675 1.544 0.537 1.338 0.14
H -1.7277 -0.8778 1.5506 -0.723 -2.156 -0.161 0.11
H -2.1867 -2.5814 2.3433 0.547 1.248 -1.912 0.12
H -3.7041 -1.5584 -0.3787 0.050 -0.506 2.452 0.10
H -4.0543 -3.0474 0.7242 0.732 2.360 0.056 0.12
H -4.5465 -1.4169 2.8123 -0.493 0.811 -2.206 0.12
H -5.8268 -1.2830 1.3462 2.389 0.511 0.940 0.12
H -4.8688 1.1058 2.5062 0.853 -1.015 -1.976 0.12
H -3.2312 0.6979 1.6633 -2.340 -0.074 -0.389 0.10
H -6.1270 0.9176 0.0500 2.326 0.485 0.270 0.11
H -4.3919 0.8233 -0.7370 -1.210 0.808 1.743 0.09
H -4.4762 3.2747 -0.8300 -0.951 -0.734 2.045 0.07
H -6.0029 3.3676 0.3123 2.153 -1.017 -0.208 0.08
H -4.2446 3.2709 1.0694 -1.479 -0.785 -1.877 0.07
H -0.1610 -4.7517 -0.0603 -1.678 0.995 1.301 0.14
H -1.8443 -4.7564 0.9737 1.888 1.055 -0.836 0.14
H -0.5076 -4.5855 2.7863 0.923 0.000 -1.041 0.13

82
Properties=species:S:1:pos:R:3:forces:R:3:lowdin_charge:R:1 method="wB97M-V/def2-TZVPD" gap_ev=7.45 mol_weight_da=619.75 energy_ha=-2915.95828 max_force_ev_per_a=0.9 e_lumo_ev=-1.414
C -5.9484 -6.0706 1.2238 0.174 -0.109 0.231 -0.13
S -4.8240 -6.5792 -0.0380 -0.076 -0.245 -0.210 0.66
O -4.2403 -7.8389 0.3438 -0.016 0.070 0.087 -0.30
O -5.5560 -6.4993 -1.2751 0.089 0.035 0.086 -0.31
C -3.4920 -5.3740 -0.1729 -0.047 0.162 -0.069 -0.18
C -3.1147 -5.2187 -1.4956 -0.062 0.078 0.030 0.03
C -2.0666 -4.3815 -1.8088 0.021 0.006 -0.117 -0.08
C -1.4122 -3.6733 -0.8143 0.168 -0.148 -0.194 -0.08
C -1.7938 -3.8107 0.5227 0.080 -0.062 0.241 -0.19
P -0.8650 -2.8539 1.7774 -0.042 0.860 -0.007 0.76
N -1.1527 -1.3362 1.9918 -0.388 -0.494 0.134 -0.27
C -2.8398 -4.6858 0.8666 -0.208 -0.079 -0.071 -0.16
C -3.2552 -4.8840 2.3019 0.265 -0.161 0.253 -0.18
C -2.9049 -6.2871 2.8481 0.224 0.044 -0.103 -0.26
C -1.5473 -6.3230 3.5452 0.123 0.047 -0.089 -0.55
S -1.6125 -5.4120 5.1183 -0.149 0.030 0.079 0.72
C -0.2967 -2.7804 -1.2882 0.066 0.154 -0.040 -0.29
O -0.1139 -1.6845 -0.8095 -0.002 -0.191 0.015 0.10
C 0.5077 -3.2873 -2.4541 -0.022 -0.190 -0.088 -0.10
C 1.9878 -3.0120 -2.6107 -0.037 -0.091 0.088 -0.13
C 2.6510 -1.9966 -1.6819 0.083 0.147 0.077 -0.27
N 2.8244 -2.4251 -0.3005 -0.346 -0.235 0.105 0.02
C -0.1644 -3.9735 -3.3857 -0.104 0.036 0.172 0.06
C -1.6132 -4.2447 -3.2268 -0.103 0.102 -0.201 -0.32
O -2.3790 -4.3465 -4.1606 0.281 -0.227 0.225 0.13
H -6.1585 -5.0091 1.1335 -0.146 0.011 -0.090 0.08
H -6.8287 -6.6815 1.0352 -0.097 0.097 -0.049 0.08
H -5.5391 -6.3156 2.1984 -0.048 -0.012 0.008 0.05
H -3.6288 -5.7535 -2.2808 -0.071 0.048 -0.048 0.13
H 0.4577 -3.1910 1.4151 0.040 -0.121 -0.013 0.00
H -0.9955 -3.5685 2.9718 0.254 -0.241 -0.055 -0.03
H -1.8200 -0.9641 1.3281 0.216 0.227 -0.063 -0.03
H -2.7497 -4.1675 2.9417 -0.206 0.142 0.013 0.05
H -4.3120 -4.6680 2.4188 -0.041 0.007 -0.066 0.10
H -2.8576 -7.0099 2.0334 -0.191 -0.045 0.067 0.10
H -3.6730 -6.6248 3.5459 -0.034 -0.040 0.014 0.11
H -0.7827 -5.8699 2.9123 -0.019 0.012 -0.040 0.06
H -1.2400 -7.3501 3.7289 -0.063 -0.029 0.036 0.07
H -0.3555 -4.9638 5.1293 0.116 -0.010 0.001 -0.15
H 2.1722 -2.7528 -3.6547 0.001 0.077 -0.012 0.12
H 2.4877 -3.9745 -2.4527 0.047 -0.011 -0.046 0.13
H 3.6371 -1.7587 -2.0846 0.015 -0.075 -0.075 0.11
H 2.0868 -1.0673 -1.6782 0.030 0.060 0.014 0.11
H 1.9709 -2.3021 0.2288 0.009 0.170 -0.036 0.02
H 3.0485 -3.4121 -0.2396 0.219 0.031 -0.058 0.07
H 0.3072 -4.3366 -4.2909 -0.026 0.161 -0.110 0.14
C 3.6002 3.6366 0.7358 0.302 -0.150 -0.075 -0.09
N 4.5254 2.5287 0.5627 -0.084 0.052 -0.005 0.01
C 4.3306 1.2111 0.8404 -0.027 -0.022 0.003 -0.56
C 2.9810 0.8248 1.4042 0.072 -0.081 -0.009 -0.01
O 5.2141 0.3946 0.6383 -0.005 0.015 0.013 0.02
H 3.3995 4.1313 -0.2132 -0.071 0.032 0.014 0.08
H 4.0193 4.3749 1.4201 -0.072 0.035 0.025 0.07
H 2.6586 3.2890 1.1428 -0.034 0.035 0.008 0.07
H 5.4402 2.7260 0.1897 0.007 0.001 -0.006 0.13
H 2.9675 -0.2480 1.5673 0.090 -0.016 -0.043 0.06
H 2.8007 1.3346 2.3511 -0.081 0.031 -0.028 0.08
H 2.1821 1.0829 0.7082 -0.050 0.042 0.061 0.08
C 3.3840 8.6510 2.8128 0.025 -0.174 0.032 -0.08
N 2.9430 7.3923 2.2461 0.017 0.035 0.001 0.01
C 2.0612 7.1908 1.2294 -0.053 0.038 -0.035 -0.54
C 1.4443 8.4114 0.5909 -0.044 -0.085 -0.063 0.00
O 1.7896 6.0594 0.8584 0.013 0.011 0.013 0.03
H 4.4649 8.7630 2.7117 -0.004 0.046 -0.021 0.08
H 3.1318 8.7070 3.8731 -0.022 0.047 -0.004 0.08
H 2.9045 9.4788 2.3022 -0.002 0.021 -0.003 0.07
H 3.3145 6.5405 2.6353 -0.009 -0.007 0.016 0.13
H 0.7703 8.0876 -0.1961 0.003 0.010 -0.013 0.06
H 0.8798 8.9927 1.3209 0.039 0.043 0.003 0.09
H 2.2099 9.0511 0.1504 -0.013 0.049 0.032 0.09
C -1.4440 5.3331 -3.7650 -0.097 0.095 0.120 -0.08
N -1.3370 6.6164 -3.1004 -0.015 -0.017 -0.058 0.01
C -0.3020 7.4954 -3.1272 0.029 -0.049 0.030 -0.55
C 0.9088 7.1167 -3.9489 0.012 0.050 0.016 -0.01
O -0.3553 8.5424 -2.5028 0.021 0.021 0.018 0.02
H -2.2946 5.3221 -4.4486 0.028 -0.016 -0.040 0.08
H -1.5783 4.5323 -3.0362 0.041 -0.029 -0.018 0.08
H -0.5439 5.1293 -4.3346 0.012 -0.014 -0.013 0.07
H -2.1104 6.9236 -2.5322 0.000 -0.006 0.017 0.14
H 1.6364 7.9172 -3.8617 -0.013 0.022 0.016 0.08
H 1.3528 6.1905 -3.5825 -0.007 -0.021 -0.031 0.08
H 0.6451 6.9886 -4.9992 0.015 -0.046 -0.003 0.08